Molecular formula: C15H29N4O5P
Method: DFT, ωB97M-V with the def2-TZVPD basis set

Calculated values
Net charge: 0
Structure (SMILES): CCOCCO[C@](C#N)(CC#N)P(C)O.CN(C)C=O.CN(C)C=O
Calculated total energy (Eh): -1525.22961
LUMO (eV): -0.1
HOMO-LUMO gap (eV): 8.65
F_max (eV Å⁻¹): 12.36
ΔE to the lowest compared entry with this formula, charge and spin (eV): 6.739

```
54
Properties=species:S:1:pos:R:3:forces:R:3:nbo_charge:R:1
C 5.866 -0.641 0.488 0.609 -0.727 0.261 -0.6789
C 6.335 0.326 -0.748 1.283 0.119 0.997 -0.0810
O 5.327 1.297 -1.202 -0.332 -2.370 -0.455 -0.5464
C 4.110 0.647 -1.714 -1.551 0.461 -0.507 -0.0972
C 2.924 0.793 -0.553 1.496 -1.585 0.503 -0.1297
O 1.643 1.289 -1.079 -0.473 -0.848 2.087 -0.5413
C 0.515 0.954 -0.160 -1.621 2.552 0.719 -0.0725
C -0.737 2.002 -0.520 -5.500 5.470 -2.398 0.2415
N -1.687 2.827 -0.832 8.504 -7.547 2.872 -0.3130
C 0.871 1.241 1.432 0.173 0.268 -0.172 -0.5299
C -0.503 1.489 2.311 -4.690 3.881 6.114 0.2479
N -1.395 1.938 3.159 8.242 -4.489 -8.042 -0.3011
P -0.052 -0.850 -0.457 0.130 -1.920 0.048 1.0358
C -1.881 -0.965 -1.009 -1.483 0.134 0.657 -1.0093
O 0.002 -1.680 1.102 -2.114 2.520 -0.620 -0.9697
H 5.704 -1.747 0.089 0.144 2.347 0.957 0.2156
H 6.744 -0.693 1.296 -1.899 0.087 -1.851 0.2282
H 4.918 -0.283 1.073 1.757 -0.547 -1.344 0.2196
H 7.250 0.971 -0.337 -2.180 -1.183 -1.087 0.2028
H 6.773 -0.335 -1.621 -1.140 1.326 1.527 0.1808
H 4.286 -0.478 -2.044 -0.295 2.320 0.948 0.1944
H 3.668 1.209 -2.670 1.339 -0.972 2.049 0.2149
H 3.402 1.492 0.286 -1.253 -1.404 -1.832 0.2010
H 2.770 -0.315 -0.142 0.172 2.373 -0.564 0.1885
H 1.569 2.209 1.434 -1.951 -1.953 0.340 0.2861
H 1.522 0.328 1.836 -1.845 2.013 -0.624 0.2891
H -2.040 -1.923 -1.683 0.743 1.958 1.385 0.3135
H -2.265 -0.050 -1.635 0.925 -1.575 1.391 0.2710
H -2.548 -1.095 -0.034 1.209 0.495 -1.998 0.2283
H -0.745 -1.329 1.704 1.558 -0.850 -1.174 0.4843
C 0.381 -5.999 -1.155 -0.059 -0.009 -0.150 -0.3993
N -0.389 -5.304 -2.165 -0.457 1.533 0.412 -0.4282
C -0.677 -5.981 -3.413 -0.184 0.231 -0.189 -0.4187
C -0.856 -4.021 -1.978 0.249 -1.004 -0.413 0.5326
O -1.511 -3.378 -2.789 0.379 -0.846 0.116 -0.6309
H 1.358 -6.260 -1.571 -0.009 -0.076 0.205 0.1966
H -0.151 -6.911 -0.869 0.186 0.008 0.111 0.1973
H 0.524 -5.374 -0.268 -0.071 -0.032 -0.189 0.2176
H -0.260 -5.398 -4.239 -0.125 -0.189 -0.039 0.2160
H -1.762 -6.046 -3.540 0.145 -0.072 -0.163 0.2159
H -0.245 -6.985 -3.416 -0.049 0.224 0.103 0.2070
H -0.582 -3.599 -0.997 0.043 -0.137 0.032 0.1205
C -5.244 4.311 1.115 0.181 -0.016 0.161 -0.4002
N -4.917 4.840 2.423 -0.803 1.264 0.318 -0.4348
C -3.944 4.141 3.236 -0.007 0.140 0.188 -0.4189
C -5.502 5.986 2.918 0.583 -0.596 0.253 0.5268
O -5.271 6.485 4.013 -0.021 -0.552 -0.783 -0.6237
H -5.643 3.299 1.232 0.002 0.029 -0.222 0.1919
H -4.335 4.279 0.508 -0.163 -0.113 -0.132 0.2071
H -5.989 4.935 0.612 0.112 -0.043 0.159 0.2068
H -4.416 3.842 4.177 0.218 -0.031 -0.021 0.2098
H -3.113 4.818 3.458 0.001 -0.229 0.086 0.2132
H -3.570 3.256 2.715 -0.125 0.254 0.054 0.2177
H -6.226 6.438 2.221 0.023 -0.092 -0.087 0.1045
```
Positions in Å, forces in eV/Å.